20
Properties=species:S:1:pos:R:3 method="wB97M-V/def2-TZVPD" lumo_energy_ev=0.74 orbital_gap_ev=9.69 mol_weight_g_mol=133.15 e_homo_ev=-8.95 total_charge=0 largest_force_ev_per_a=2.277 de_lowest_kj_mol=134.38
C 1.55 0.09 3.24
C 0.66 -0.88 1.22
N -0.21 0.05 1.07
N 1.74 -0.81 2.11
N 0.70 -1.95 0.37
H 0.10 0.99 1.27
H -1.57 0.30 -0.55
H 2.09 -1.70 2.40
H 1.22 -2.73 0.72
H 0.40 -1.90 -0.58
H 0.52 0.15 3.61
H 1.84 1.09 2.92
H 2.16 -0.14 4.12
C -1.87 0.93 -3.71
C -1.21 1.29 -2.42
O -1.30 0.34 -1.48
O -0.57 2.30 -2.27
H -1.50 -0.01 -4.12
H -1.81 1.78 -4.39
H -2.93 0.80 -3.53